# 1
# C39H76BClFN6O8P

A 4-piece molecular cluster, C39H76BClFN6O8P overall (ωB97M-V/def2-TZVPD, OMol25).

Last column: Löwdin charge in e.
Cartesian coordinates (Å):
C1 2.502 1.116 -0.830  -0.07
C2 1.688 2.431 -1.283  -0.20
O1 0.295 2.421 -0.837  0.00
B1 0.174 2.681 0.561  -0.45
O2 1.280 2.923 1.458  0.12
C3 -1.367 2.683 1.162  0.12
C4 -1.656 3.860 2.130  -0.03
F1 -0.674 4.843 2.448  0.03
C5 -3.074 4.007 2.744  -0.11
N1 -3.328 5.141 3.620  0.10
C6 -4.144 2.921 2.332  -0.06
P1 -5.849 3.139 3.086  0.67
O3 -6.644 4.118 2.177  -0.33
O4 -6.750 1.722 3.290  -0.17
O5 -5.822 3.899 4.633  -0.19
C7 -3.728 1.775 1.325  -0.04
C8 -4.916 0.771 0.944  -0.12
C9 -6.151 1.521 0.169  -0.24
N2 -5.751 2.877 -0.361  -0.03
N3 -2.363 1.669 0.793  0.00
C10 -2.065 0.530 -0.112  -0.13
C11 -2.761 0.823 -1.559  -0.21
C12 -2.959 -0.543 -2.397  -0.51
Cl1 -3.123 -0.011 -4.177  0.55
H1 3.302 1.466 -0.082  0.09
H2 3.063 0.660 -1.732  0.10
H3 1.854 0.316 -0.335  0.06
H4 2.188 3.419 -1.002  0.13
H5 1.656 2.406 -2.440  0.13
H6 1.159 2.444 2.307  0.13
H7 -4.242 5.528 3.292  0.11
H8 -2.657 5.907 3.389  0.12
H9 -6.544 1.257 4.136  0.10
H10 -6.318 4.751 4.573  0.09
H11 -5.268 0.260 1.922  0.12
H12 -4.623 -0.085 0.250  0.09
H13 -6.421 0.894 -0.769  0.12
H14 -7.111 1.541 0.799  0.11
H15 -5.674 2.780 -1.394  0.08
H16 -6.608 3.458 -0.245  0.08
H17 -0.977 0.236 -0.243  0.13
H18 -2.569 -0.403 0.360  0.14
H19 -3.747 1.408 -1.439  0.10
H20 -2.037 1.475 -2.157  0.11
H21 -3.916 -1.096 -2.106  0.08
H22 -2.054 -1.246 -2.308  0.09
C13 1.582 -4.508 2.118  -0.03
C14 1.879 -3.606 0.890  -0.47
C15 2.088 -4.488 -0.362  -0.14
C16 3.426 -5.224 -0.363  -0.18
C17 4.583 -4.255 -0.142  -0.13
C18 4.402 -3.370 1.110  -0.48
N4 3.055 -2.727 1.174  -0.03
O6 3.043 -1.714 0.260  -0.05
C19 4.641 -4.218 2.382  -0.03
C20 5.552 -2.332 1.153  -0.04
C21 0.571 -2.790 0.707  -0.06
H23 0.509 -4.684 2.244  0.08
H24 2.032 -5.498 2.038  0.07
H25 1.922 -4.045 3.050  0.09
H26 2.033 -3.871 -1.267  0.12
H27 1.276 -5.220 -0.444  0.13
H28 3.436 -6.006 0.403  0.10
H29 3.557 -5.739 -1.319  0.12
H30 5.516 -4.824 -0.070  0.13
H31 4.681 -3.626 -1.035  0.12
H32 4.436 -3.633 3.285  0.09
H33 5.681 -4.551 2.441  0.09
H34 4.042 -5.126 2.421  0.06
H35 5.602 -1.720 0.246  0.08
H36 6.523 -2.828 1.238  0.09
H37 5.448 -1.663 2.012  0.07
H38 0.376 -2.164 1.585  0.09
H39 -0.287 -3.456 0.578  0.08
H40 0.591 -2.145 -0.176  0.06
C22 6.382 -0.235 6.499  -0.04
C23 4.848 -0.407 6.340  -0.47
C24 4.118 0.479 7.374  -0.14
C25 4.203 -0.061 8.799  -0.18
C26 3.743 -1.514 8.862  -0.14
C27 4.467 -2.424 7.846  -0.49
N5 4.480 -1.854 6.465  -0.04
O7 3.223 -2.007 5.951  -0.04
C28 5.918 -2.679 8.322  -0.04
C29 3.820 -3.833 7.897  -0.04
C30 4.561 0.149 4.920  -0.05
H41 6.770 0.568 5.864  0.08
H42 6.679 0.030 7.515  0.07
H43 6.923 -1.139 6.203  0.09
H44 3.059 0.573 7.103  0.12
H45 4.527 1.496 7.351  0.13
H46 5.224 0.030 9.184  0.10
H47 3.578 0.549 9.458  0.12
H48 3.892 -1.891 9.879  0.13
H49 2.661 -1.541 8.684  0.12
H50 6.477 -3.253 7.577  0.09
H51 5.928 -3.257 9.250  0.09
H52 6.474 -1.769 8.539  0.06
H53 2.742 -3.807 7.701  0.08
H54 3.940 -4.281 8.887  0.09
H55 4.283 -4.507 7.171  0.09
H56 5.080 -0.441 4.156  0.08
H57 4.908 1.183 4.829  0.08
H58 3.496 0.164 4.674  0.07
C31 -3.026 2.447 -11.095  -0.04
C32 -4.266 2.158 -10.206  -0.48
C33 -4.478 3.328 -9.219  -0.14
C34 -3.456 3.353 -8.085  -0.18
C35 -3.395 2.005 -7.374  -0.15
C36 -3.172 0.820 -8.339  -0.48
N6 -4.098 0.844 -9.509  -0.04
O8 -5.328 0.455 -9.062  -0.02
C37 -1.704 0.824 -8.832  -0.04
C38 -3.275 -0.501 -7.532  -0.08
C39 -5.446 2.139 -11.213  -0.05
H59 -3.299 2.977 -12.013  0.08
H60 -2.286 3.079 -10.603  0.07
H61 -2.536 1.523 -11.417  0.09
H62 -5.481 3.267 -8.779  0.12
H63 -4.442 4.282 -9.756  0.13
H64 -2.466 3.626 -8.465  0.10
H65 -3.728 4.133 -7.367  0.11
H66 -2.599 2.034 -6.622  0.11
H67 -4.331 1.864 -6.819  0.12
H68 -1.543 0.044 -9.582  0.09
H69 -1.014 0.628 -8.006  0.09
H70 -1.387 1.775 -9.256  0.06
H71 -4.232 -0.599 -7.007  0.07
H72 -2.499 -0.550 -6.764  0.03
H73 -3.150 -1.372 -8.182  0.09
H74 -5.321 1.333 -11.945  0.09
H75 -5.500 3.081 -11.765  0.08
H76 -6.417 2.014 -10.729  0.08

Forces on atoms 1 to 2 (eV/Å):
0.73 0.86 0.14
1.13 -0.67 -1.96

Properties
multiplicity: 4
DFT total energy: -92188.6721 eV
total charge: +1
E_LUMO (spin up / spin down): -4.34 / -4.34 eV
orbital gap (spin up / spin down): 5.81 / 6.42 eV

***

# 2
# C39H79BrClN3O41PS10

A 10-piece molecular cluster, C39H79BrClN3O41PS10 overall (ωB97M-V/def2-TZVPD, OMol25).

Last column: Löwdin charge in e.
Cartesian coordinates (Å):
C1 -4.705 -4.201 -2.812  -0.11
O1 -4.511 -4.443 -4.269  -0.26
C2 -3.569 -3.418 -4.794  -0.22
C3 -4.412 -2.162 -5.428  -0.17
C4 -3.628 -1.423 -6.699  -0.21
C5 -4.397 -0.068 -7.232  -0.20
C6 -3.590 1.320 -6.796  -0.20
C7 -4.358 2.132 -5.553  -0.21
C8 -3.607 3.550 -5.221  -0.21
C9 -3.296 3.771 -3.594  -0.18
C10 -2.277 2.560 -3.163  -0.22
C11 -1.532 2.766 -1.712  -0.13
C12 -0.906 1.332 -1.119  -0.50
P1 -2.091 0.507 0.137  0.73
O2 -2.414 1.560 1.497  -0.42
Br1 -4.170 0.176 -0.820  0.30
C13 0.615 1.387 -0.453  -0.41
S1 1.088 2.831 0.642  0.78
C14 2.234 2.107 1.987  -0.15
O3 -0.092 3.517 1.371  -0.38
O4 1.940 3.911 -0.130  -0.41
N1 1.659 1.483 -1.576  -0.41
Cl1 2.806 0.313 -1.040  0.78
C15 0.811 1.164 -2.788  -0.12
N2 1.210 1.378 -4.104  0.15
C16 2.564 1.968 -4.431  -0.11
C17 3.339 1.242 -5.699  -0.33
C18 2.336 0.640 -6.848  -0.11
C19 4.157 -0.070 -5.072  -0.10
N3 -0.547 0.623 -2.407  -0.08
C20 -0.798 -0.859 -2.508  -0.14
C21 0.118 -1.797 -1.525  -0.21
O5 -0.426 -3.192 -1.636  -0.13
H1 -4.578 -3.054 -2.532  0.08
H2 -5.811 -4.482 -2.460  0.11
H3 -3.887 -4.854 -2.250  0.11
H4 -2.862 -3.108 -3.886  0.09
H5 -2.849 -3.853 -5.630  0.14
H6 -5.493 -2.541 -5.760  0.14
H7 -4.583 -1.366 -4.573  0.10
H8 -3.557 -2.227 -7.574  0.10
H9 -2.535 -1.210 -6.306  0.10
H10 -5.498 -0.081 -6.815  0.12
H11 -4.483 -0.113 -8.413  0.11
H12 -2.471 1.048 -6.524  0.09
H13 -3.621 2.042 -7.730  0.12
H14 -4.403 1.370 -4.666  0.09
H15 -5.488 2.312 -5.892  0.13
H16 -2.582 3.545 -5.788  0.10
H17 -4.247 4.442 -5.650  0.12
H18 -4.283 3.835 -2.968  0.12
H19 -2.657 4.778 -3.552  0.13
H20 -2.917 1.582 -3.085  0.06
H21 -1.521 2.425 -4.074  0.11
H22 -2.218 3.313 -0.937  0.12
H23 -0.577 3.444 -1.920  0.13
H24 -2.631 2.457 1.064  0.09
H25 0.720 0.459 0.277  0.10
H26 3.357 2.481 1.856  0.10
H27 1.867 2.368 3.077  0.10
H28 2.260 0.918 1.909  0.07
H29 0.475 1.134 -4.834  0.18
H30 2.360 3.113 -4.708  0.16
H31 3.340 1.949 -3.537  0.14
H32 4.109 1.941 -6.248  0.12
H33 2.898 0.498 -7.875  0.11
H34 1.360 1.288 -6.984  0.08
H35 2.011 -0.456 -6.512  0.09
H36 4.334 -0.856 -5.936  0.10
H37 3.473 -0.569 -4.261  0.07
H38 5.168 0.364 -4.653  0.08
H39 -1.937 -1.129 -2.277  0.11
H40 -0.615 -1.192 -3.622  0.15
H41 1.234 -1.881 -1.922  0.11
H42 0.069 -1.526 -0.386  0.11
H43 -0.985 -3.234 -2.477  0.08
C22 -3.873 1.009 5.933  -0.17
C23 -2.387 0.775 6.188  -0.18
O6 -2.018 -0.282 5.305  -0.19
S2 -2.924 -0.182 3.952  0.71
O7 -2.152 0.509 2.943  -0.33
O8 -3.549 -1.464 3.724  -0.23
O9 -4.048 0.850 4.526  -0.18
H44 -4.484 0.254 6.440  0.12
H45 -4.194 2.006 6.247  0.14
H46 -2.180 0.500 7.225  0.12
H47 -1.797 1.658 5.922  0.13
C24 5.872 5.635 -0.389  -0.17
C25 5.052 5.638 0.898  -0.17
O10 5.640 4.630 1.717  -0.21
S3 7.239 4.558 1.405  0.68
O11 7.930 5.335 2.409  -0.23
O12 7.583 3.191 1.093  -0.24
O13 7.222 5.418 0.020  -0.19
H48 5.577 4.808 -1.043  0.13
H49 5.786 6.578 -0.935  0.14
H50 3.996 5.422 0.720  0.12
H51 5.144 6.595 1.423  0.14
C26 -1.573 -3.104 10.039  -0.18
C27 -2.019 -3.680 8.698  -0.17
O14 -3.429 -3.470 8.651  -0.22
S4 -3.787 -2.100 9.460  0.69
O15 -3.912 -1.028 8.498  -0.25
O16 -4.804 -2.401 10.440  -0.21
O17 -2.360 -1.929 10.229  -0.19
H52 -1.792 -3.797 10.858  0.14
H53 -0.508 -2.855 10.048  0.11
H54 -1.784 -4.743 8.602  0.14
H55 -1.569 -3.132 7.864  0.13
C28 4.022 -3.255 11.180  -0.17
C29 3.435 -2.979 12.562  -0.18
O18 2.075 -3.399 12.480  -0.19
S5 1.970 -4.656 11.446  0.69
O19 1.974 -5.878 12.219  -0.22
O20 0.961 -4.352 10.458  -0.26
O21 3.438 -4.486 10.757  -0.19
H56 3.733 -2.478 10.466  0.13
H57 5.112 -3.339 11.204  0.14
H58 3.496 -1.923 12.837  0.09
H59 3.930 -3.584 13.329  0.14
C30 1.467 1.925 12.647  -0.17
C31 0.647 1.927 13.934  -0.17
O22 1.234 0.919 14.753  -0.19
S6 2.834 0.848 14.441  0.70
O23 3.525 1.625 15.445  -0.22
O24 3.178 -0.520 14.129  -0.25
O25 2.817 1.708 13.056  -0.19
H60 1.172 1.098 11.993  0.13
H61 1.381 2.868 12.101  0.14
H62 -0.409 1.712 13.756  0.14
H63 0.739 2.884 14.459  0.14
C32 9.751 0.689 -6.501  -0.16
C33 9.073 -0.347 -5.608  -0.17
O26 7.781 0.187 -5.332  -0.21
S7 7.283 1.061 -6.616  0.66
O27 6.421 0.226 -7.423  -0.24
O28 6.899 2.374 -6.153  -0.25
O29 8.726 1.176 -7.365  -0.18
H64 10.128 1.531 -5.911  0.14
H65 10.569 0.259 -7.084  0.14
H66 9.624 -0.522 -4.681  0.14
H67 8.940 -1.297 -6.137  0.14
C34 5.385 6.122 -6.944  -0.16
C35 4.708 5.086 -6.051  -0.19
O30 3.415 5.620 -5.775  -0.22
S8 2.917 6.494 -7.059  0.68
O31 2.055 5.659 -7.866  -0.24
O32 2.533 7.808 -6.596  -0.23
O33 4.360 6.609 -7.808  -0.18
H68 5.762 6.964 -6.354  0.14
H69 6.204 5.692 -7.527  0.14
H70 5.259 4.911 -5.124  0.14
H71 4.575 4.136 -6.580  0.11
C36 -4.385 -5.420 6.211  -0.17
C37 -5.306 -4.652 5.267  -0.17
O34 -6.194 -5.631 4.734  -0.19
S9 -6.448 -6.784 5.859  0.68
O35 -7.688 -6.485 6.540  -0.23
O36 -6.167 -8.071 5.266  -0.24
O37 -5.216 -6.388 6.850  -0.19
H72 -3.606 -5.952 5.656  0.14
H73 -3.919 -4.768 6.955  0.10
H74 -4.757 -4.152 4.465  0.13
H75 -5.904 -3.914 5.813  0.14
C38 -5.396 -5.619 -9.203  -0.17
C39 -6.299 -5.389 -10.412  -0.17
O38 -6.348 -3.974 -10.577  -0.19
S10 -4.925 -3.335 -10.101  0.68
O39 -4.107 -3.130 -11.275  -0.23
O40 -5.192 -2.295 -9.135  -0.26
O41 -4.360 -4.645 -9.311  -0.20
H76 -5.937 -5.440 -8.268  0.13
H77 -4.972 -6.627 -9.190  0.14
H78 -7.303 -5.795 -10.265  0.14
H79 -5.862 -5.820 -11.319  0.13

Forces on atoms 1 to 2 (eV/Å):
-0.13 0.03 0.59
1.09 1.98 1.21

Properties
DFT total energy: -330317.2765 eV
total charge: +1
E_LUMO: -4.85 eV
orbital gap: 6.54 eV

***

# 3
# C39H80F12NO13P2S4

A 7-piece molecular cluster, C39H80F12NO13P2S4 overall (ωB97M-V/def2-TZVPD, OMol25).

Last column: Löwdin charge in e.
Cartesian coordinates (Å):
C1 -11.728 -7.395 18.788  0.05
C2 -10.620 -7.410 19.810  -0.34
O1 -9.485 -7.214 19.460  0.11
N1 -11.057 -7.437 21.297  0.11
H1 -12.059 -7.484 21.414  0.09
H2 -10.718 -8.210 21.851  0.07
C3 -10.478 -6.132 21.928  0.05
H3 -11.270 -7.319 17.802  0.09
H4 -12.443 -6.592 18.969  0.10
H5 -12.286 -8.329 18.852  0.07
H6 -9.393 -6.220 21.968  0.08
H7 -10.831 -6.179 22.958  0.10
H8 -10.864 -5.283 21.363  0.09
C4 -6.283 -7.504 21.862  -0.10
C5 -6.938 -8.780 22.279  -0.27
C6 -7.370 -9.683 21.113  -0.26
C7 -6.298 -10.293 20.244  -0.23
P1 -6.923 -11.495 18.964  1.07
C8 -5.514 -11.941 17.867  -0.26
C9 -4.428 -12.792 18.557  -0.23
C10 -3.248 -13.315 17.639  -0.26
C11 -3.599 -14.607 16.941  -0.11
C12 -7.617 -13.037 19.724  -0.25
C13 -8.053 -14.089 18.745  -0.22
C14 -9.385 -13.723 18.082  -0.26
C15 -10.503 -14.747 18.283  -0.09
C16 -8.013 -10.556 17.852  -0.27
C17 -7.509 -9.226 17.214  -0.20
C18 -8.632 -8.530 16.351  -0.23
C19 -8.766 -9.082 14.929  -0.09
H9 -5.270 -7.660 21.492  0.08
H10 -6.187 -6.970 22.808  0.08
H11 -6.972 -7.007 21.178  0.07
H12 -7.695 -8.604 23.043  0.11
H13 -6.280 -9.348 22.937  0.11
H14 -8.051 -9.165 20.438  0.08
H15 -8.077 -10.413 21.506  0.08
H16 -5.602 -10.811 20.903  0.10
H17 -5.847 -9.519 19.622  0.10
H18 -5.130 -11.018 17.433  0.09
H19 -5.986 -12.409 17.003  0.10
H20 -4.890 -13.647 19.052  0.09
H21 -3.870 -12.307 19.358  0.10
H22 -2.341 -13.440 18.232  0.10
H23 -2.981 -12.472 17.002  0.11
H24 -2.675 -14.897 16.441  0.07
H25 -4.403 -14.432 16.225  0.08
H26 -3.700 -15.385 17.697  0.08
H27 -8.373 -12.834 20.483  0.08
H28 -6.706 -13.273 20.273  0.08
H29 -8.299 -14.988 19.310  0.12
H30 -7.223 -14.335 18.083  0.11
H31 -9.283 -13.288 17.087  0.10
H32 -9.853 -12.862 18.559  0.07
H33 -10.530 -14.838 19.369  0.07
H34 -10.245 -15.748 17.938  0.08
H35 -11.503 -14.580 17.883  0.06
H36 -8.887 -10.392 18.482  0.06
H37 -8.381 -11.173 17.032  0.08
H38 -6.598 -9.320 16.622  0.10
H39 -7.294 -8.497 17.995  0.09
H40 -8.525 -7.447 16.300  0.11
H41 -9.543 -8.563 16.949  0.08
H42 -9.528 -8.497 14.415  0.07
H43 -8.992 -10.141 14.800  0.06
H44 -7.877 -8.850 14.342  0.07
C20 -18.043 -12.963 15.201  -0.10
C21 -16.524 -13.136 14.864  -0.25
C22 -15.580 -12.283 15.706  -0.24
C23 -15.959 -12.312 17.238  -0.24
P2 -14.598 -11.819 18.403  1.11
C24 -15.090 -10.050 18.818  -0.22
C25 -15.091 -8.977 17.678  -0.20
C26 -15.665 -7.608 18.155  -0.21
C27 -17.216 -7.424 18.336  -0.08
C28 -12.953 -12.148 17.602  -0.26
C29 -12.125 -11.006 17.151  -0.24
C30 -12.482 -10.373 15.773  -0.23
C31 -12.163 -11.298 14.592  -0.08
C32 -14.744 -12.822 19.944  -0.27
C33 -15.866 -12.268 20.829  -0.25
C34 -16.022 -13.320 21.917  -0.24
C35 -17.404 -13.198 22.699  -0.08
H45 -18.663 -13.350 14.393  0.07
H46 -18.274 -11.900 15.126  0.07
H47 -18.418 -13.304 16.166  0.07
H48 -16.361 -12.839 13.828  0.11
H49 -16.207 -14.174 14.967  0.10
H50 -15.664 -11.313 15.216  0.10
H51 -14.556 -12.646 15.628  0.07
H52 -16.184 -13.316 17.598  0.09
H53 -16.809 -11.653 17.417  0.09
H54 -14.332 -9.928 19.593  0.06
H55 -16.071 -10.000 19.290  0.09
H56 -15.643 -9.341 16.812  0.10
H57 -14.096 -8.844 17.253  0.07
H58 -15.303 -6.909 17.402  0.11
H59 -15.126 -7.183 19.002  0.07
H60 -17.707 -8.174 18.955  0.06
H61 -17.727 -7.407 17.374  0.06
H62 -17.475 -6.494 18.843  0.06
H63 -12.882 -13.092 17.062  0.10
H64 -12.406 -12.417 18.506  0.06
H65 -11.057 -11.217 17.198  0.10
H66 -12.195 -10.243 17.926  0.08
H67 -11.995 -9.399 15.723  0.09
H68 -13.559 -10.207 15.752  0.06
H69 -12.231 -10.676 13.700  0.07
H70 -12.885 -12.091 14.401  0.06
H71 -11.134 -11.636 14.716  0.06
H72 -13.781 -12.612 20.411  0.06
H73 -14.891 -13.880 19.724  0.10
H74 -16.840 -12.144 20.355  0.11
H75 -15.596 -11.276 21.191  0.12
H76 -15.219 -13.269 22.652  0.10
H77 -15.811 -14.303 21.497  0.10
H78 -17.565 -12.298 23.293  0.07
H79 -17.542 -13.990 23.435  0.06
H80 -18.242 -13.329 22.014  0.06
C36 -11.169 -12.586 22.306  -0.67
F1 -11.356 -13.465 21.354  0.16
F2 -12.134 -12.466 23.234  0.14
F3 -10.031 -12.717 22.947  0.16
S1 -11.088 -10.935 21.361  0.60
O2 -12.436 -10.798 20.778  -0.33
O3 -10.691 -9.795 22.267  -0.34
O4 -10.078 -11.133 20.308  -0.36
C37 -8.822 -3.433 19.951  -0.53
F4 -7.939 -4.271 19.406  0.19
F5 -10.055 -3.546 19.372  0.17
F6 -8.868 -3.642 21.242  0.20
S2 -8.383 -1.507 19.608  0.64
O5 -9.389 -0.715 20.334  -0.25
O6 -6.976 -1.355 20.065  -0.21
O7 -8.592 -1.322 18.169  -0.22
C38 -14.749 -7.751 13.636  -0.68
F7 -15.716 -7.078 14.259  0.12
F8 -14.790 -9.026 13.969  0.12
F9 -15.032 -7.634 12.344  0.12
S3 -13.000 -6.971 13.926  0.48
O8 -13.151 -5.671 13.229  -0.35
O9 -12.758 -6.811 15.368  -0.37
O10 -12.158 -7.941 13.266  -0.35
C39 -14.407 -4.880 23.087  -0.61
F10 -15.028 -3.700 23.179  0.14
F11 -13.048 -4.766 23.357  0.06
F12 -14.912 -5.738 23.965  0.13
S4 -14.608 -5.621 21.357  0.48
O11 -14.035 -4.629 20.457  -0.33
O12 -13.735 -6.825 21.327  -0.38
O13 -16.001 -5.853 21.181  -0.28

Forces on atoms 1 to 2 (eV/Å):
0.15 -0.64 0.48
-0.43 0.72 -1.21

Properties
multiplicity: 2
DFT total energy: -164371.4124 eV
total charge: 0
E_LUMO (spin up / spin down): -0.39 / -5.93 eV
orbital gap (spin up / spin down): 7.63 / 2.09 eV

***

Question: The lowest total charge belongs to which entry?
Answer: C39H80F12NO13P2S4